Density functional theory data (ωB97M-V with the def2-TZVPD basis set) for a 3-piece molecular cluster, C5H15NO2 overall in a non-equilibrium geometry.

CARTESIAN COORDINATES (ANGSTROEM)
C -0.602 -2.649 -1.540
C -0.775 -1.150 -1.394
C -0.440 -0.432 -0.322
C -0.567 1.087 -0.402
C 0.693 1.679 0.252
N 0.750 1.410 1.690
H 0.149 -2.750 -2.333
H -1.561 -3.045 -1.893
H -0.271 -3.157 -0.634
H -0.888 -0.695 -2.373
H -0.327 -0.926 0.643
H -0.550 1.316 -1.457
H -1.487 1.361 0.119
H 0.752 2.735 -0.008
H 1.537 1.189 -0.257
H 1.374 2.015 2.186
H -0.176 1.247 2.049
O -2.931 -0.870 1.668
H -2.651 -0.504 0.826
H -2.561 -0.327 2.370
O 3.616 0.801 -0.481
H 3.461 0.876 0.466
H 2.938 0.193 -0.780

As for the total energy: -404.68863 a.u. The calculation puts the energy relative to the best compared isomer or geometry (same formula, charge and spin) at 1.808 eV. The calculation puts the lowest unoccupied orbital energy at 0.027 Eh. The value obtained for the orbital gap is 10.05 eV. Its charge is 0. As for the SMILES: C/C=C/CCN.O.O. The calculation puts the largest force on an atom at 2.3 eV/Å. The value obtained for the HOMO energy is -0.3422 Eh.